91
Properties=species:S:1:pos:R:3:forces:R:3 method="wB97M-V/def2-TZVPD" e_tot_ev=-69408.7325 lumo_ev=0.464 homo_energy_ev=-9.288 smiles="COCCCCCCCCC[C@@H]1C(=O)N[C@@H](CC=O)[C@@H]1CC(C)C.CCOS(C)(=O)=O.CCOS(C)(=O)=O" max_force_ev_per_a=1.078
C 2.39222 2.77976 -0.83074 -0.08 -0.06 0.02
O 3.11786 3.07121 -2.01171 0.18 0.06 -0.01
C 3.49910 1.94271 -2.77254 -0.05 -0.08 -0.04
C 2.36934 1.43562 -3.66096 -0.05 -0.12 0.14
C 2.69806 0.11575 -4.36117 -0.13 0.04 0.10
C 1.45852 -0.57144 -4.96356 0.00 0.17 0.04
C 0.75408 -1.55313 -4.00650 -0.12 -0.11 -0.06
C -0.46049 -0.98328 -3.23982 0.09 0.07 0.10
C -0.21367 -0.81122 -1.73207 -0.04 0.02 0.00
C -1.02228 0.29337 -1.04036 -0.15 -0.18 0.26
C -2.53244 0.21945 -1.29018 0.04 -0.16 0.00
C -3.32337 1.35902 -0.58472 -0.01 -0.23 0.02
C -4.16435 0.69123 0.49498 -0.13 -0.07 0.04
O -3.91679 0.58927 1.66987 0.28 -0.08 0.34
N -5.32657 0.21684 -0.09922 0.08 0.71 -0.20
C -5.50667 0.90154 -1.39790 -0.19 -0.33 -0.15
C -6.96621 1.29731 -1.60013 0.22 0.29 0.02
C -7.83861 0.08840 -1.76113 0.74 0.02 -0.49
O -8.79658 -0.14767 -1.09641 -0.87 -0.17 0.61
C -4.49631 2.06239 -1.32855 -0.04 -0.02 0.37
C -4.37227 3.00369 -2.53498 -0.04 -0.12 -0.06
C -3.54082 2.65917 -3.77320 0.06 -0.09 -0.16
C -4.06388 1.42558 -4.52630 0.08 0.11 -0.13
C -2.02903 2.58341 -3.48789 0.01 0.18 -0.08
H 2.30149 1.70199 -0.65935 0.00 0.07 0.00
H 2.90127 3.22295 0.03020 -0.01 -0.03 -0.07
H 1.38603 3.20673 -0.89417 0.01 -0.04 -0.01
H 4.36983 2.24442 -3.36512 -0.12 -0.02 0.01
H 3.82110 1.12821 -2.10674 0.02 0.06 0.00
H 2.10657 2.20294 -4.39621 -0.04 -0.03 0.08
H 1.49349 1.28070 -3.01519 0.01 0.06 -0.09
H 3.45150 0.27871 -5.13832 -0.01 0.03 0.09
H 3.13812 -0.55646 -3.61441 0.11 -0.02 -0.17
H 0.74036 0.20611 -5.25637 0.08 -0.10 -0.10
H 1.73644 -1.08778 -5.88677 0.03 -0.03 0.13
H 0.43242 -2.43162 -4.57476 0.03 0.10 0.02
H 1.49159 -1.91982 -3.28408 -0.07 -0.07 -0.04
H -1.32252 -1.63710 -3.40281 -0.03 0.10 0.05
H -0.73116 -0.01203 -3.66556 0.10 -0.16 -0.03
H -0.42764 -1.75398 -1.21229 0.11 0.01 -0.11
H 0.85124 -0.61498 -1.57019 -0.13 0.03 0.06
H -0.88507 0.15615 0.03924 0.07 0.19 -0.16
H -0.61738 1.28447 -1.26754 -0.06 -0.03 -0.20
H -2.85019 -0.73418 -0.84779 -0.08 0.02 -0.22
H -2.78003 0.14420 -2.35136 0.12 0.18 0.08
H -2.62053 2.03287 -0.09133 -0.14 0.16 -0.14
H -6.12033 0.22214 0.53127 0.03 -0.29 -0.07
H -5.22535 0.20373 -2.19877 -0.02 0.08 0.04
H -7.34103 1.89770 -0.76487 0.07 0.00 -0.08
H -7.04288 1.88860 -2.52041 -0.04 -0.06 0.05
H -7.51788 -0.61768 -2.55109 0.04 -0.05 -0.13
H -4.92317 2.70241 -0.53738 0.03 0.05 -0.14
H -5.39635 3.17729 -2.89156 0.06 0.08 0.12
H -4.03718 3.97487 -2.15425 0.09 -0.10 -0.03
H -3.68934 3.50793 -4.45186 -0.09 -0.05 0.12
H -5.15790 1.38497 -4.51047 0.07 -0.03 0.01
H -3.66791 0.49185 -4.11996 -0.13 0.04 0.03
H -3.76257 1.46435 -5.57803 0.03 -0.03 0.11
H -1.47124 3.30210 -4.09440 -0.05 -0.08 0.03
H -1.62553 1.59619 -3.70837 -0.04 0.13 0.07
H -1.80884 2.81457 -2.44315 0.02 -0.05 -0.06
C 4.48231 -1.71871 2.34494 -0.04 0.19 0.08
C 3.10268 -2.25549 2.04187 0.12 -0.23 -0.17
O 2.04633 -1.56178 2.76210 0.03 0.07 0.10
S 1.62930 -0.12319 2.24125 -0.03 -0.04 0.12
C 0.11390 0.01705 3.12075 0.00 -0.01 -0.04
O 1.37223 -0.20802 0.83284 0.13 0.01 0.00
O 2.55148 0.85958 2.71730 0.00 0.03 -0.01
H 4.61547 -0.70596 1.96652 -0.04 -0.01 -0.05
H 5.22465 -2.36192 1.87145 -0.01 -0.04 0.02
H 4.66212 -1.70048 3.41915 0.04 -0.06 -0.01
H 2.86817 -2.22694 0.97715 -0.03 0.07 0.01
H 3.00126 -3.28660 2.37711 -0.02 0.01 0.03
H -0.57449 -0.74411 2.76462 -0.02 0.01 0.00
H -0.27299 1.01202 2.91054 -0.02 -0.01 -0.01
H 0.31741 -0.09277 4.18243 0.01 0.01 0.00
C 6.34012 -2.35084 8.66057 -0.05 0.04 -0.08
C 5.17090 -3.30235 8.78465 0.11 -0.13 0.14
O 4.03489 -2.91176 7.96998 -0.01 0.09 -0.05
S 4.12747 -3.17796 6.41010 -0.13 0.06 0.13
C 2.42992 -2.91877 6.03365 -0.02 -0.03 0.00
O 4.48212 -4.54848 6.19531 0.05 -0.02 -0.07
O 4.90605 -2.14799 5.79230 0.05 -0.03 -0.05
H 6.77483 -2.37484 7.66309 0.00 -0.02 0.00
H 7.10767 -2.63750 9.38009 0.00 0.00 0.02
H 6.02706 -1.32847 8.87076 0.01 0.00 0.02
H 5.44554 -4.32541 8.52540 -0.01 0.02 -0.05
H 4.76893 -3.30343 9.79535 -0.03 0.01 -0.01
H 1.83948 -3.68623 6.52588 0.00 0.00 0.01
H 2.33491 -2.98753 4.95198 0.00 0.02 0.00
H 2.15203 -1.92364 6.37025 0.01 0.01 0.00

90
Properties=species:S:1:pos:R:3:forces:R:3 method="wB97M-V/def2-TZVPD" e_tot_ev=-132760.4763 lumo_ev=-2.244 homo_energy_ev=-11.258 total_charge=+1 max_force_ev_per_a=0.654
C -4.68903 -0.62310 2.34538 -0.03 0.14 -0.04
C -4.10085 -1.11297 1.02380 -0.03 -0.07 0.01
C -3.75530 -0.00762 0.01055 -0.08 -0.10 -0.06
C -2.42397 -0.27094 -0.69628 0.00 -0.04 0.00
C -1.17894 -0.31618 0.20414 -0.01 -0.05 0.06
C -1.16989 0.73956 1.30593 0.03 0.10 -0.05
C 0.12408 0.84887 2.13418 -0.01 0.03 -0.02
C 1.47032 0.75965 1.40052 0.02 0.02 0.03
C 1.95064 2.04305 0.72393 -0.09 -0.06 -0.13
C 0.96886 2.57624 -0.33052 0.04 0.10 0.05
C 1.56832 3.07942 -1.64338 0.11 -0.16 -0.05
Br 3.05822 4.28513 -1.29518 0.04 0.13 -0.09
C 0.45827 3.80810 -2.46238 0.07 -0.18 -0.17
C 0.24854 5.26282 -1.99141 -0.02 -0.12 -0.03
O -1.07499 5.68563 -2.22293 -0.03 0.13 0.10
C -2.03692 5.19533 -1.30773 0.05 -0.09 0.02
C 0.68016 3.67036 -3.98534 0.17 0.01 0.14
C -0.22772 4.53662 -4.87185 -0.17 -0.05 0.15
C 0.42005 4.91999 -6.17686 0.00 -0.03 0.04
N 0.62900 6.14175 -6.41692 0.04 0.12 -0.05
C 0.65284 2.15885 -4.25913 -0.21 0.00 0.10
S 0.15122 1.64524 -5.92010 0.21 0.08 -0.08
O 1.97788 1.65295 -4.00562 0.16 0.23 0.03
S 2.36061 1.55515 -2.46823 -0.55 0.36 0.00
O 1.66956 0.41793 -1.92560 0.02 -0.10 0.05
O 3.77589 1.63061 -2.44010 0.20 -0.24 0.19
H -4.68096 -1.40057 3.11153 -0.03 -0.02 -0.06
H -4.13180 0.23258 2.73568 0.01 -0.05 0.01
H -5.72446 -0.30217 2.21462 0.05 0.03 0.01
H -3.19156 -1.69309 1.21725 -0.07 0.01 0.10
H -4.81540 -1.80414 0.56843 0.13 -0.08 -0.01
H -4.52622 0.03924 -0.76245 -0.05 0.08 0.09
H -3.75999 0.97087 0.49923 0.10 -0.04 0.00
H -2.51373 -1.23226 -1.21625 0.07 0.07 -0.07
H -2.26358 0.47691 -1.47988 -0.05 0.05 0.07
H -1.08437 -1.31446 0.65841 -0.02 0.09 0.05
H -0.30177 -0.19127 -0.43542 -0.02 -0.13 -0.01
H -1.98523 0.53680 2.00515 0.00 0.03 -0.03
H -1.41254 1.70983 0.86000 0.04 -0.02 -0.02
H 0.08637 1.80596 2.66600 0.05 -0.09 0.10
H 0.10684 0.08078 2.91653 -0.02 -0.05 -0.07
H 1.46214 -0.03294 0.64542 -0.04 -0.02 0.06
H 2.23059 0.47995 2.13642 0.01 0.03 -0.01
H 2.91318 1.83932 0.24766 0.02 0.02 0.10
H 2.13392 2.80887 1.48070 0.03 0.01 -0.05
H 0.37173 3.40183 0.06654 0.04 -0.05 0.06
H 0.26747 1.79123 -0.61114 -0.01 0.06 -0.04
H -0.47113 3.28705 -2.19984 0.01 -0.05 -0.09
H 0.49614 5.36220 -0.92941 -0.01 0.01 -0.03
H 0.89805 5.94154 -2.54593 -0.02 -0.03 0.01
H -2.69559 6.01543 -1.02225 0.01 -0.01 -0.05
H -1.56187 4.80163 -0.40148 -0.04 0.04 -0.01
H -2.63974 4.40120 -1.76115 0.03 0.01 0.03
H 1.71331 3.99501 -4.16207 -0.04 -0.04 -0.15
H -0.45474 5.46965 -4.36352 -0.05 -0.01 -0.04
H -1.18852 4.03900 -5.05092 0.05 -0.03 -0.01
H 0.70173 4.11975 -6.86593 -0.01 0.04 0.00
H 1.07360 6.27294 -7.32520 -0.01 -0.04 0.02
H -0.01713 1.66243 -3.55015 -0.05 0.01 -0.07
H 0.81294 0.48448 -5.84442 -0.09 -0.09 0.01
C -1.27683 -3.71845 2.65797 0.01 0.11 -0.14
C -0.18434 -4.74247 2.43248 0.02 -0.10 0.02
N 0.87335 -4.35786 1.41442 -0.05 -0.01 -0.03
C 0.21333 -4.26229 0.06921 -0.03 0.06 0.03
C 1.87930 -5.49018 1.28346 -0.04 0.00 -0.06
C 2.76824 -5.83074 2.46522 -0.03 0.03 -0.01
C 1.49665 -2.99920 1.66081 0.05 -0.04 0.03
C 2.18105 -2.68490 2.98209 0.02 0.01 0.02
O 1.29327 -2.65978 4.07226 -0.20 -0.06 -0.09
C 1.66016 -3.41215 5.21832 0.11 0.10 0.03
H -1.88620 -3.56844 1.76697 -0.03 -0.01 0.03
H -1.93860 -4.09579 3.43701 0.03 -0.04 0.00
H -0.88758 -2.76149 2.99646 0.01 -0.02 0.05
H -0.61664 -5.66628 2.04538 0.05 -0.04 0.02
H 0.33670 -4.98496 3.35254 0.00 0.13 0.04
H -0.25395 -5.21657 -0.16043 -0.01 0.00 0.01
H 0.96866 -4.02802 -0.67645 0.00 0.01 0.00
H -0.53244 -3.47345 0.08898 0.02 0.00 -0.01
H 2.48634 -5.24454 0.41238 0.00 0.02 0.01
H 1.26813 -6.35472 1.02452 0.02 0.00 -0.02
H 3.61214 -5.15657 2.56518 0.02 0.05 0.01
H 3.17889 -6.82205 2.27401 -0.02 0.00 0.01
H 2.23521 -5.88178 3.41222 -0.01 -0.01 0.01
H 0.69585 -2.27640 1.51231 0.01 0.00 -0.03
H 2.22043 -2.85879 0.85581 0.00 0.02 0.00
H 2.56735 -1.67393 2.81820 0.07 0.03 0.05
H 3.04077 -3.31748 3.18599 0.01 -0.11 -0.03
H 2.74559 -3.48392 5.31715 -0.01 0.00 0.02
H 1.23480 -4.42107 5.19540 0.02 -0.02 -0.03
H 1.26582 -2.89378 6.08908 -0.01 -0.01 0.00